1.
{
  "formula": "C4H9N4O2",
  "method": "wB97M-V/def2-TZVPD",
  "total_charge": 1,
  "e_tot_ha": -527.0567,
  "homo_ev": -12.70,
  "species": ["C", "C", "C", "C", "N", "N", "N", "N", "O", "O", "H", "H", "H", "H", "H", "H", "H", "H", "H"],
  "coordinates": [[-1.392, 0.971, -0.060], [-2.235, -1.010, -0.021], [3.358, -0.642, 0.183], [2.088, 0.054, -0.140], [-2.765, 1.052, 0.067], [-3.252, -0.192, -0.031], [-1.091, -0.346, -0.086], [1.919, 1.273, -0.213], [-0.639, 1.889, -0.084], [-2.358, -2.279, -0.192], [3.725, -0.925, -0.690], [3.003, -1.534, 0.544], [4.096, -0.114, 0.725], [1.233, -0.575, -0.223], [-3.362, 1.865, 0.122], [-4.268, -0.367, 0.164], [-1.711, -2.865, 0.345], [2.602, 2.007, -0.180], [1.048, 1.739, -0.231]]
}

***

2.
{
  "formula": "C17H45N2O15S6",
  "method": "wB97M-V/def2-TZVPD",
  "total_charge": -1,
  "e_tot_ha": -4301.7779,
  "homo_ev": -1.27,
  "species": ["N", "C", "C", "N", "S", "H", "H", "H", "H", "H", "O", "S", "O", "O", "C", "C", "C", "H", "H", "H", "H", "H", "H", "H", "H", "O", "S", "O", "O", "C", "C", "C", "H", "H", "H", "H", "H", "H", "H", "H", "O", "S", "O", "O", "C", "C", "C", "H", "H", "H", "H", "H", "H", "H", "H", "O", "S", "O", "O", "C", "C", "C", "H", "H", "H", "H", "H", "H", "H", "H", "O", "S", "O", "O", "C", "C", "C", "H", "H", "H", "H", "H", "H", "H", "H"],
  "coordinates": [[-3.488, 0.740, 7.386], [-4.559, -0.150, 7.388], [-4.913, -1.163, 6.114], [-3.663, -1.993, 5.877], [-2.630, -1.138, 4.744], [-3.481, 1.267, 8.311], [-5.201, -0.163, 8.382], [-5.754, -1.887, 6.501], [-5.314, -0.601, 5.169], [-3.321, -0.025, 4.205], [-1.467, 0.436, 1.554], [-0.646, 1.581, 1.887], [-1.213, 2.892, 2.122], [0.549, 1.715, 0.788], [0.205, 1.770, -0.588], [-0.297, 3.148, -0.979], [0.377, 1.157, 3.276], [-0.528, 0.996, -0.839], [1.115, 1.548, -1.155], [-1.259, 3.364, -0.504], [-0.431, 3.218, -2.062], [0.405, 3.923, -0.655], [0.853, 0.194, 3.084], [-0.262, 1.090, 4.159], [1.125, 1.940, 3.416], [3.507, -1.368, 4.732], [3.683, -2.274, 3.617], [2.779, -2.288, 2.488], [3.834, -3.793, 4.187], [2.826, -4.300, 5.049], [1.595, -4.724, 4.271], [5.342, -2.101, 3.005], [2.573, -3.571, 5.825], [3.248, -5.176, 5.553], [1.091, -3.858, 3.831], [0.881, -5.234, 4.924], [1.866, -5.392, 3.447], [6.036, -2.145, 3.846], [5.419, -1.134, 2.505], [5.541, -2.904, 2.293], [1.273, 2.515, -4.023], [0.886, 3.297, -5.178], [-0.482, 3.350, -5.647], [1.854, 2.911, -6.430], [1.971, 1.546, -6.806], [0.766, 1.088, -7.607], [1.466, 4.961, -4.954], [2.126, 0.911, -5.927], [2.867, 1.461, -7.428], [-0.134, 1.068, -6.986], [0.926, 0.082, -8.004], [0.571, 1.772, -8.439], [2.515, 4.932, -4.654], [0.864, 5.426, -4.171], [1.344, 5.506, -5.892], [0.204, 7.829, -7.159], [-0.698, 8.918, -6.850], [-0.679, 9.591, -5.569], [-2.224, 8.452, -7.175], [-2.712, 7.257, -6.583], [-3.097, 7.475, -5.132], [-0.563, 10.144, -8.128], [-1.982, 6.446, -6.682], [-3.602, 6.960, -7.148], [-2.215, 7.679, -4.518], [-3.594, 6.589, -4.727], [-3.766, 8.336, -5.033], [-0.632, 9.651, -9.099], [0.406, 10.636, -8.024], [-1.366, 10.873, -8.004], [0.969, -7.590, 4.301], [0.625, -8.963, 4.603], [1.617, -10.016, 4.629], [-0.606, -9.427, 3.643], [-0.467, -9.277, 2.237], [0.396, -10.376, 1.647], [-0.267, -8.997, 6.139], [-0.073, -8.286, 1.987], [-1.472, -9.342, 1.808], [1.434, -10.283, 1.981], [0.387, -10.330, 0.554], [0.041, -11.362, 1.965], [-1.055, -8.242, 6.107], [0.436, -8.772, 6.943], [-0.688, -9.994, 6.281]]
}

***

3.
{
  "formula": "C26H32ClIrN7S",
  "method": "wB97M-V/def2-TZVPD",
  "total_charge": 1,
  "e_tot_ha": -2355.7052,
  "homo_ev": [-9.62, -9.62],
  "species": ["Ir", "C", "N", "C", "C", "C", "C", "C", "C", "C", "N", "C", "C", "C", "C", "C", "C", "N", "C", "C", "H", "H", "H", "H", "H", "H", "H", "H", "H", "H", "H", "H", "H", "H", "H", "H", "H", "H", "H", "H", "C", "C", "N", "N", "C", "S", "N", "N", "H", "H", "H", "H", "H", "H", "Cl", "C", "C", "C", "C", "C", "C", "C", "H", "H", "H", "H", "H", "H"],
  "coordinates": [[-0.155, -0.186, -0.294], [2.127, -1.969, -1.044], [1.872, -0.806, -0.153], [2.882, 0.224, -0.513], [2.041, -1.165, 1.279], [3.063, -1.996, 1.686], [3.232, -2.289, 3.036], [2.367, -1.726, 3.955], [1.340, -0.878, 3.555], [1.155, -0.569, 2.205], [0.207, 0.262, 1.634], [-0.502, 1.331, 2.147], [-0.885, 1.532, 3.479], [-1.603, 2.658, 3.861], [-1.977, 3.618, 2.939], [-1.610, 3.446, 1.610], [-0.893, 2.330, 1.213], [-0.441, 2.180, -0.172], [-1.379, 2.715, -1.171], [0.841, 2.892, -0.348], [3.189, -2.217, -1.048], [1.840, -1.699, -2.058], [1.555, -2.825, -0.715], [3.884, -0.202, -0.431], [2.804, 1.060, 0.172], [2.706, 0.554, -1.535], [3.742, -2.427, 0.963], [4.030, -2.945, 3.353], [2.478, -1.951, 5.008], [0.682, -0.482, 4.309], [-0.652, 0.795, 4.230], [-1.885, 2.769, 4.900], [-2.535, 4.493, 3.242], [-1.871, 4.205, 0.883], [-1.321, 3.805, -1.235], [-2.408, 2.462, -0.921], [-1.123, 2.304, -2.148], [0.694, 3.972, -0.243], [1.246, 2.675, -1.336], [1.535, 2.564, 0.418], [-5.348, 0.375, -0.707], [-4.296, 0.081, -1.708], [-4.456, -0.046, -2.983], [-3.203, -0.307, -3.474], [-2.256, -0.346, -2.534], [-0.597, -0.611, -2.617], [-2.956, -0.092, -1.394], [-2.326, -0.047, -0.143], [-6.303, 0.454, -1.219], [-5.147, 1.316, -0.192], [-5.412, -0.419, 0.038], [-3.071, -0.452, -4.461], [-2.589, 0.805, 0.356], [-2.615, -0.854, 0.405], [2.030, -7.680, -0.446], [1.164, -6.205, -0.200], [1.280, -5.536, 1.014], [0.584, -4.360, 1.209], [-0.245, -3.834, 0.199], [-0.949, -2.613, 0.409], [-0.334, -4.529, -1.021], [0.361, -5.704, -1.222], [1.915, -5.940, 1.791], [0.682, -3.826, 2.147], [-0.934, -2.140, 1.381], [-1.636, -2.325, -0.371], [-0.954, -4.132, -1.817], [0.292, -6.238, -2.159]]
}

***

4.
{
  "formula": "C4H6N2",
  "method": "wB97M-V/def2-TZVPD",
  "total_charge": 0,
  "e_tot_ha": -265.4708,
  "smiles": "N#C[C@H]1CCN1",
  "homo_ev": -9.16,
  "species": ["N", "C", "C", "C", "C", "N", "H", "H", "H", "H", "H", "H"],
  "coordinates": [[-0.695, 2.915, 0.927], [-0.278, 1.930, 0.485], [0.349, 0.723, -0.073], [0.328, -0.562, 0.796], [-0.166, -1.297, -0.471], [-0.297, -0.011, -1.147], [1.364, 1.015, -0.371], [1.286, -0.868, 1.220], [-0.428, -0.521, 1.584], [-1.063, -1.914, -0.353], [0.613, -1.899, -0.953], [-1.075, 0.309, -1.693]]
}

***

5.
{
  "formula": "C32H53BrFeN13O3S2Si2",
  "method": "wB97M-V/def2-TZVPD",
  "total_charge": -2,
  "e_tot_ha": -7401.9674,
  "multiplicity": 6,
  "s2": 8.766,
  "homo_ev": [-2.16, -2.35],
  "species": ["Fe", "N", "C", "N", "N", "N", "N", "C", "N", "N", "N", "N", "H", "C", "Si", "C", "C", "N", "C", "C", "C", "C", "C", "C", "N", "Si", "C", "C", "C", "H", "H", "H", "H", "H", "H", "H", "H", "H", "H", "H", "H", "H", "H", "H", "H", "H", "H", "H", "H", "H", "H", "Br", "C", "C", "C", "C", "C", "C", "C", "O", "O", "H", "H", "H", "H", "C", "C", "C", "C", "N", "C", "S", "N", "C", "C", "C", "C", "H", "H", "H", "H", "H", "H", "H", "H", "H", "H", "H", "H", "H", "H", "H", "H", "H", "H", "H", "H", "C", "S", "C", "O", "H", "H", "H", "H", "H", "H"],
  "coordinates": [[-0.581, -2.125, -0.750], [-0.484, -3.358, 2.450], [-1.700, -3.640, 1.696], [-2.728, -4.281, 2.165], [-3.641, -4.171, 1.201], [-3.184, -3.538, 0.192], [-1.917, -3.149, 0.482], [0.246, -2.186, 2.261], [1.085, -1.784, 3.141], [1.490, -0.539, 2.669], [0.929, -0.311, 1.556], [0.128, -1.351, 1.220], [-0.492, -3.716, 3.427], [1.955, -4.217, -0.367], [1.030, -4.720, -1.939], [0.559, -6.606, -1.922], [2.085, -4.323, -3.465], [-0.294, -3.655, -1.974], [-1.176, -3.469, -3.014], [-1.370, -4.317, -4.084], [-2.138, -4.017, -5.167], [-2.822, -2.822, -5.213], [-2.736, -1.923, -4.141], [-1.987, -2.250, -3.039], [-1.979, -1.473, -1.897], [-2.876, -0.028, -1.634], [-4.719, -0.430, -1.443], [-2.051, 0.651, -0.091], [-2.816, 1.277, -2.945], [2.691, -4.957, -0.084], [1.312, -4.106, 0.499], [2.580, -3.337, -0.548], [-0.380, -6.834, -2.404], [0.372, -6.953, -0.885], [1.364, -7.172, -2.368], [1.642, -3.379, -3.963], [2.090, -5.098, -4.249], [3.121, -4.171, -3.214], [-0.890, -5.309, -4.069], [-2.242, -4.779, -5.999], [-3.415, -2.607, -6.086], [-3.227, -0.946, -4.295], [-5.090, -0.875, -2.411], [-5.344, 0.433, -1.059], [-4.874, -1.276, -0.762], [-1.214, 1.191, -0.379], [-1.825, -0.152, 0.591], [-2.785, 1.293, 0.413], [-1.749, 1.334, -3.243], [-2.961, 2.326, -2.577], [-3.363, 1.110, -3.897], [3.745, -0.492, -4.052], [3.470, 0.955, -2.930], [4.417, 1.948, -2.905], [4.239, 2.994, -1.983], [3.272, 2.940, -1.019], [2.387, 1.868, -0.978], [2.486, 0.889, -1.971], [1.278, -0.111, -2.054], [0.490, 0.228, -2.921], [1.254, -1.035, -1.217], [5.237, 2.074, -3.573], [4.963, 3.828, -2.055], [3.325, 3.674, -0.242], [1.660, 1.689, -0.201], [3.347, 1.589, 5.406], [4.185, 2.286, 4.343], [3.364, 3.431, 3.694], [2.461, 3.000, 2.537], [1.153, 2.574, 2.912], [0.177, 3.343, 3.331], [0.229, 5.075, 3.531], [-0.964, 2.763, 3.792], [-1.564, 1.566, 3.153], [-1.442, 0.286, 4.012], [-2.801, -0.419, 4.230], [-3.720, 0.297, 5.245], [3.847, 0.763, 5.880], [2.366, 1.221, 5.147], [3.086, 2.286, 6.267], [4.614, 1.619, 3.628], [4.958, 2.733, 4.929], [4.087, 4.140, 3.256], [2.777, 3.881, 4.453], [2.886, 2.167, 2.008], [2.267, 3.822, 1.848], [1.134, 1.545, 3.070], [-1.604, 3.408, 4.119], [-1.159, 1.279, 2.136], [-2.620, 1.672, 2.987], [-1.118, 0.481, 5.031], [-0.647, -0.409, 3.581], [-2.707, -1.440, 4.562], [-3.334, -0.474, 3.242], [-3.127, 0.411, 6.174], [-4.579, -0.322, 5.474], [-4.079, 1.258, 4.887], [0.149, 3.981, -3.046], [1.159, 5.276, -2.369], [-0.001, 6.656, -2.713], [2.283, 5.510, -3.307], [-0.110, 4.340, -4.022], [-0.765, 3.886, -2.463], [0.693, 3.007, -3.047], [-0.676, 6.734, -1.849], [-0.688, 6.503, -3.524], [0.628, 7.563, -2.813]]
}

***

6.
{
  "formula": "H3PS2",
  "method": "wB97M-V/def2-TZVPD",
  "total_charge": 0,
  "e_tot_ha": -1139.3455,
  "multiplicity": 3,
  "s2": 2.012,
  "homo_ev": [-6.92, -9.41],
  "species": ["P", "S", "S", "H", "H", "H"],
  "coordinates": [[-0.722, -0.206, -0.544], [1.170, 1.392, 1.635], [1.228, 0.542, -0.201], [-0.238, -1.363, -1.355], [-1.017, 0.499, -1.914], [1.889, 0.456, 3.093]]
}

***

What did the sixth record say?
{
  "formula": "H3PS2",
  "method": "wB97M-V/def2-TZVPD",
  "total_charge": 0,
  "e_tot_ha": -1139.3455,
  "multiplicity": 3,
  "s2": 2.012,
  "homo_ev": [-6.92, -9.41],
  "species": ["P", "S", "S", "H", "H", "H"],
  "coordinates": [[-0.722, -0.206, -0.544], [1.170, 1.392, 1.635], [1.228, 0.542, -0.201], [-0.238, -1.363, -1.355], [-1.017, 0.499, -1.914], [1.889, 0.456, 3.093]]
}

***

Which formula does entry 3 have?
C26H32ClIrN7S

***

Copy entry 1 word for word.
{
  "formula": "C4H9N4O2",
  "method": "wB97M-V/def2-TZVPD",
  "total_charge": 1,
  "e_tot_ha": -527.0567,
  "homo_ev": -12.70,
  "species": ["C", "C", "C", "C", "N", "N", "N", "N", "O", "O", "H", "H", "H", "H", "H", "H", "H", "H", "H"],
  "coordinates": [[-1.392, 0.971, -0.060], [-2.235, -1.010, -0.021], [3.358, -0.642, 0.183], [2.088, 0.054, -0.140], [-2.765, 1.052, 0.067], [-3.252, -0.192, -0.031], [-1.091, -0.346, -0.086], [1.919, 1.273, -0.213], [-0.639, 1.889, -0.084], [-2.358, -2.279, -0.192], [3.725, -0.925, -0.690], [3.003, -1.534, 0.544], [4.096, -0.114, 0.725], [1.233, -0.575, -0.223], [-3.362, 1.865, 0.122], [-4.268, -0.367, 0.164], [-1.711, -2.865, 0.345], [2.602, 2.007, -0.180], [1.048, 1.739, -0.231]]
}